# 1
An isolated ion of composition C4H9N4O and charge +1 in a non-equilibrium geometry. Source: OMol25; level of theory: ωB97M-V/def2-TZVPD.

```
18
Properties=species:S:1:pos:R:3
C 1.356 -1.589 0.938
C 0.819 -0.491 0.031
N -0.557 -0.492 -0.528
C -1.344 0.538 -0.192
N -2.415 0.881 -0.906
N -1.222 1.183 0.956
N 1.754 -0.282 -1.203
C 1.676 0.703 -0.309
O 1.882 1.842 -0.023
H 2.260 -1.183 1.328
H 1.468 -2.542 0.436
H 0.641 -1.791 1.797
H -0.723 -1.096 -1.338
H -2.950 1.564 -0.481
H -2.779 0.496 -1.755
H -1.959 1.945 1.078
H -0.395 1.231 1.561
H 2.487 -0.919 -1.390
```

Calculated values
- max |F| (eV/Å) = 2.78
- charge = +1
- E_HOMO (eV) = -13.8
- energy above the lowest of the compared OMol25 structures with the same formula, charge and spin (kcal/mol) = 28.8
- E_LUMO (eV) = -3.11
- SMILES string = C[C@]1([NH+]=C(N)N)NC1=O
- total energy (Ha) = -451.80993

Just the natural (NBO) charges please, in e? Sure, here they are: -0.64, 0.12, -0.57, 0.69, -0.74, -0.76, -0.59, 0.68, -0.48, 0.24, 0.24, 0.24, 0.44, 0.40, 0.44, 0.42, 0.46, 0.42

---

# 2
A 3-piece molecular cluster, C13H32NO2S overall in a non-equilibrium geometry. Source: OMol25; level of theory: ωB97M-V/def2-TZVPD.

```
49
Properties=species:S:1:pos:R:3
C 3.003 1.534 0.715
C 1.809 1.627 -0.264
C 0.849 0.423 -0.202
C -0.585 0.872 -0.576
C -1.671 0.382 0.390
C -2.920 1.301 0.306
C -4.274 0.565 0.535
N -5.243 0.767 -0.522
S -5.943 2.323 -0.385
H 3.117 2.481 1.237
H 2.889 0.715 1.419
H 3.933 1.386 0.164
H 2.176 1.707 -1.286
H 1.273 2.552 -0.066
H 1.189 -0.269 -0.970
H 0.872 -0.036 0.783
H -0.855 0.513 -1.569
H -0.675 1.955 -0.619
H -1.296 0.413 1.413
H -1.957 -0.647 0.169
H -2.745 2.114 1.012
H -2.957 1.680 -0.712
H -4.676 0.924 1.503
H -4.101 -0.513 0.581
H -6.009 2.578 0.959
C -0.188 -0.571 5.308
C 0.574 -1.041 4.079
C 1.971 -1.527 4.438
O 0.651 0.006 3.117
H 0.331 0.270 5.779
H -1.183 -0.227 5.030
H -0.287 -1.371 6.044
H 0.021 -1.847 3.595
H 2.555 -0.716 4.883
H 2.501 -1.860 3.545
H 1.933 -2.354 5.150
H 1.132 0.742 3.513
C 1.992 -0.813 -5.769
C 1.535 -1.333 -4.413
C 0.547 -2.480 -4.562
O 0.955 -0.280 -3.652
H 1.140 -0.429 -6.337
H 2.699 0.008 -5.645
H 2.470 -1.600 -6.356
H 2.402 -1.670 -3.842
H -0.349 -2.145 -5.093
H 0.230 -2.839 -3.583
H 0.985 -3.313 -5.116
H 0.180 0.042 -4.128
```

Calculated values
- max |F| (eV/Å) = 1.31
- charge = -1
- E_HOMO (eV) = -1.2
- E_LUMO (eV) = 2.59
- total energy (Ha) = -1117.87100

Just the natural (NBO) charges please, in e? Sure, here they are: -0.61, -0.39, -0.41, -0.39, -0.39, -0.42, -0.23, -0.94, -0.01, 0.20, 0.20, 0.19, 0.20, 0.19, 0.20, 0.21, 0.19, 0.19, 0.19, 0.18, 0.18, 0.20, 0.12, 0.16, 0.00, -0.63, 0.09, -0.63, -0.71, 0.19, 0.23, 0.20, 0.18, 0.19, 0.22, 0.20, 0.46, -0.63, 0.10, -0.63, -0.71, 0.20, 0.22, 0.20, 0.17, 0.20, 0.22, 0.20, 0.46

---

# 3
C32H27BaN6O2S as an isolated structure. Source: OMol25; level of theory: ωB97M-V/def2-TZVPD.

```
69
Properties=species:S:1:pos:R:3
Ba 0.411 0.124 -0.481
N -2.684 -3.230 1.174
C -2.090 -2.090 0.765
S -1.442 -2.181 -0.843
N -2.083 -1.137 1.686
N -1.553 0.035 1.277
C -1.477 0.984 2.151
C -1.892 0.828 3.569
C -0.926 0.747 4.566
C -1.297 0.621 5.895
C -2.640 0.585 6.236
C -3.608 0.668 5.246
C -3.240 0.785 3.916
C -1.031 2.338 1.716
C -1.151 3.420 2.590
C -0.788 4.682 2.156
C -0.321 4.844 0.862
C -0.225 3.716 0.060
N -0.562 2.502 0.468
H -2.827 -3.984 0.527
H -3.157 -3.220 2.063
H 0.125 0.774 4.294
H -0.539 0.549 6.663
H -2.930 0.490 7.272
H -4.657 0.638 5.511
H -3.994 0.833 3.144
H -1.535 3.272 3.587
H -0.882 5.531 2.819
H -0.038 5.812 0.476
H 0.135 3.796 -0.959
C 1.358 -3.201 0.923
C 0.726 -2.915 2.124
C 1.149 -1.839 2.890
C 2.207 -1.054 2.458
C 2.829 -1.317 1.240
C 2.400 -2.396 0.473
H 1.025 -4.037 0.322
H -0.102 -3.525 2.458
H 0.656 -1.623 3.830
H 2.578 -0.259 3.091
H 3.666 -0.710 0.916
H 2.893 -2.634 -0.462
O 2.530 4.851 5.625
C 3.205 5.243 4.528
O 3.913 6.206 4.556
C 3.053 4.395 3.295
C 3.506 4.946 2.096
C 3.387 4.253 0.910
C 2.826 2.969 0.907
C 2.373 2.423 2.098
C 2.490 3.126 3.287
N 2.587 2.193 -0.264
C 3.202 2.503 -1.336
C 2.913 1.863 -2.624
C 3.516 2.363 -3.772
C 3.195 1.792 -4.996
C 2.289 0.749 -5.018
C 1.738 0.320 -3.814
N 2.030 0.860 -2.642
H 1.941 4.111 5.431
H 3.937 5.937 2.116
H 3.696 4.737 -0.003
H 1.914 1.445 2.099
H 2.141 2.652 4.195
H 3.957 3.287 -1.380
H 4.223 3.176 -3.707
H 3.644 2.157 -5.909
H 2.004 0.268 -5.940
H 1.033 -0.503 -3.812
```

Calculated values
- max |F| (eV/Å) = 0.61
- charge = +1
- E_HOMO (eV) = -10.2
- energy above the lowest of the compared OMol25 structures with the same formula, charge and spin (kcal/mol) = 10.7
- E_LUMO (eV) = -3.94
- total energy (Ha) = -2138.24465

Just the natural (NBO) charges please, in e? Sure, here they are: 1.82, -0.79, 0.32, -0.55, -0.47, -0.32, 0.12, -0.12, -0.21, -0.20, -0.20, -0.21, -0.12, 0.25, -0.26, -0.14, -0.25, 0.05, -0.57, 0.41, 0.41, 0.20, 0.22, 0.22, 0.22, 0.22, 0.25, 0.23, 0.24, 0.19, -0.19, -0.19, -0.23, -0.19, -0.29, -0.27, 0.24, 0.24, 0.23, 0.21, 0.23, 0.23, -0.65, 0.77, -0.53, -0.16, -0.13, -0.26, 0.20, -0.24, -0.18, -0.49, 0.13, 0.12, -0.20, -0.14, -0.22, 0.05, -0.51, 0.48, 0.25, 0.22, 0.22, 0.21, 0.18, 0.24, 0.24, 0.24, 0.20

---

# 4
A 11-piece molecular cluster, C29H63N5O22 overall in a non-equilibrium geometry. Source: OMol25; level of theory: ωB97M-V/def2-TZVPD.

```
119
Properties=species:S:1:pos:R:3
C 8.764 -19.428 1.626
N 8.621 -20.370 0.507
O 8.949 -19.958 -0.599
O 8.085 -21.455 0.660
H 8.412 -18.439 1.364
H 9.797 -19.405 1.968
H 8.181 -19.897 2.419
C 2.985 -18.987 4.376
N 3.067 -17.995 5.478
O 4.056 -17.309 5.569
O 2.116 -17.938 6.230
H 2.983 -19.975 4.824
H 3.871 -18.879 3.755
H 2.121 -18.717 3.778
C 6.748 -17.775 6.511
N 7.774 -18.037 5.466
O 8.905 -18.247 5.818
O 7.381 -17.818 4.336
H 5.927 -18.480 6.523
H 6.299 -16.829 6.219
H 7.189 -17.635 7.495
C 5.014 -13.087 7.175
N 5.548 -13.693 5.907
O 4.806 -14.439 5.288
O 6.531 -13.160 5.422
H 3.938 -13.170 7.269
H 5.229 -12.021 7.097
H 5.518 -13.381 8.091
C 9.456 -18.269 11.468
N 8.369 -18.213 10.445
O 8.169 -17.124 9.959
O 7.794 -19.227 10.130
H 9.027 -17.933 12.407
H 10.305 -17.704 11.101
H 9.729 -19.317 11.574
C 5.450 -24.505 6.809
C 5.767 -23.049 7.041
O 7.091 -23.049 7.660
C 7.807 -21.946 7.633
C 9.098 -21.989 8.417
O 7.462 -20.931 7.069
H 6.213 -24.938 6.156
H 4.500 -24.612 6.286
H 5.529 -25.083 7.729
H 5.938 -22.523 6.101
H 5.117 -22.564 7.766
H 9.927 -22.295 7.781
H 8.930 -22.683 9.239
H 9.289 -20.974 8.751
C 5.781 -15.020 2.008
C 6.740 -14.328 1.082
O 7.270 -13.129 1.634
C 6.911 -11.947 1.096
C 7.680 -10.818 1.756
O 6.162 -11.828 0.168
H 5.519 -16.013 1.617
H 4.825 -14.530 2.180
H 6.222 -15.346 2.953
H 7.590 -14.969 0.835
H 6.287 -14.112 0.112
H 8.568 -10.718 1.133
H 7.880 -11.123 2.780
H 7.093 -9.906 1.743
C 8.457 -14.101 7.697
C 9.928 -14.309 7.440
O 10.221 -15.701 7.388
C 11.023 -16.199 8.317
C 11.370 -17.642 8.070
O 11.561 -15.556 9.181
H 7.801 -14.593 6.978
H 8.268 -13.032 7.569
H 8.035 -14.414 8.656
H 10.183 -13.787 6.516
H 10.492 -13.774 8.204
H 12.169 -17.738 7.336
H 10.534 -18.157 7.587
H 11.567 -18.123 9.024
C 7.717 -23.246 3.722
C 9.197 -22.960 3.502
O 9.651 -22.164 4.600
C 10.566 -21.222 4.390
C 10.925 -20.420 5.582
O 11.108 -21.078 3.321
H 7.424 -24.126 3.148
H 7.011 -22.462 3.432
H 7.469 -23.394 4.775
H 9.680 -23.931 3.628
H 9.433 -22.552 2.525
H 11.821 -20.827 6.068
H 10.134 -20.269 6.312
H 11.329 -19.427 5.377
C 4.149 -16.228 8.532
C 3.998 -15.924 10.038
O 5.091 -15.213 10.558
C 4.983 -13.912 10.801
C 6.177 -13.264 11.467
O 4.004 -13.259 10.544
H 5.171 -16.515 8.294
H 3.789 -15.387 7.944
H 3.492 -17.073 8.323
H 3.010 -15.566 10.326
H 4.044 -16.930 10.474
H 7.039 -13.365 10.805
H 6.435 -13.563 12.481
H 5.916 -12.212 11.561
C 14.378 -18.352 4.673
C 14.054 -16.996 4.045
O 12.663 -16.725 4.209
C 11.987 -16.250 3.145
C 10.511 -16.138 3.445
O 12.520 -15.875 2.135
H 13.516 -19.013 4.664
H 14.767 -18.203 5.681
H 15.181 -18.848 4.125
H 14.660 -16.199 4.481
H 14.320 -16.966 2.989
H 10.355 -15.274 4.088
H 10.284 -17.008 4.067
H 9.886 -16.178 2.561
```

Calculated values
- max |F| (eV/Å) = 2.51
- E_HOMO (eV) = -10.0
- energy above the lowest of the compared OMol25 structures with the same formula, charge and spin (kcal/mol) = 11.6
- E_LUMO (eV) = -0.09
- SMILES string = C[N+](=O)[O-].C[N+](=O)[O-].C[N+](=O)[O-].C[N+](=O)[O-].C[N+](=O)[O-].CCOC(C)=O.CCOC(C)=O.CCOC(C)=O.CCOC(C)=O.CCOC(C)=O.CCOC(C)=O
- total energy (Ha) = -3071.39489

Mulliken population analysis, charges in e, atoms 1 to 99: -0.42, 0.96, -0.59, -0.55, 0.29, 0.21, 0.10, -0.75, 0.84, -0.34, -0.54, 0.28, 0.22, 0.32, -0.37, 0.69, 0.06, -0.52, 0.26, 0.07, -0.07, -1.07, 1.02, -0.50, -0.49, 0.37, 0.41, 0.23, -0.91, 0.88, -0.40, -0.54, 0.30, 0.30, 0.33, -1.24, -0.15, -0.36, 0.77, -0.88, -0.36, 0.28, 0.38, 0.36, 0.23, 0.37, 0.24, 0.41, 0.05, -0.94, -0.35, -0.23, 0.72, -0.93, -0.58, 0.41, 0.33, 0.14, 0.27, 0.36, 0.25, 0.22, 0.33, -0.20, -0.86, 0.00, 0.53, -0.03, -0.63, -0.19, 0.55, 0.03, 0.31, 0.40, 0.02, -0.28, 0.30, -0.89, -0.30, -0.26, 0.39, 0.37, -0.66, 0.51, 0.27, -0.03, 0.25, 0.34, 0.54, -0.30, -0.40, -0.17, -0.74, -0.20, 0.80, -0.99, -0.58, -0.23, 0.20

---

# 5
C3H5N3OS as an isolated structure in a non-equilibrium geometry. Source: OMol25; level of theory: ωB97M-V/def2-TZVPD.

```
13
Properties=species:S:1:pos:R:3
C 2.008 1.971 -0.527
C 2.338 -0.080 0.139
C -0.929 -1.418 0.624
N 2.854 1.063 -0.175
N 0.703 1.536 -0.672
N 0.568 0.160 -0.402
O -0.511 -0.010 0.479
S 2.956 -1.485 0.532
H 2.359 3.018 -0.735
H -0.148 -1.929 0.213
H -1.980 -1.320 0.186
H -0.951 -1.732 1.675
H -0.106 1.906 -1.125
```

Calculated values
- max |F| (eV/Å) = 3.83
- E_HOMO (spin up / spin down) (eV) = -5.9 / -8.8
- multiplicity = 3
- energy above the lowest of the compared OMol25 structures with the same formula, charge and spin (kcal/mol) = 55.5
- E_LUMO (spin up / spin down) (eV) = 0.80 / -2.18
- total energy (Ha) = -754.76386

Just the natural (NBO) charges please, in e? Sure, here they are: 0.11, -0.02, -0.27, -0.43, -0.45, 0.12, -0.35, 0.03, 0.21, 0.21, 0.21, 0.20, 0.41

---

Q: What is the max |F| in the first record?
A: 2.78 eV/Å

---

Copy entry 3 word for word.
C32H27BaN6O2S as an isolated structure. Source: OMol25; level of theory: ωB97M-V/def2-TZVPD.

```
69
Properties=species:S:1:pos:R:3
Ba 0.411 0.124 -0.481
N -2.684 -3.230 1.174
C -2.090 -2.090 0.765
S -1.442 -2.181 -0.843
N -2.083 -1.137 1.686
N -1.553 0.035 1.277
C -1.477 0.984 2.151
C -1.892 0.828 3.569
C -0.926 0.747 4.566
C -1.297 0.621 5.895
C -2.640 0.585 6.236
C -3.608 0.668 5.246
C -3.240 0.785 3.916
C -1.031 2.338 1.716
C -1.151 3.420 2.590
C -0.788 4.682 2.156
C -0.321 4.844 0.862
C -0.225 3.716 0.060
N -0.562 2.502 0.468
H -2.827 -3.984 0.527
H -3.157 -3.220 2.063
H 0.125 0.774 4.294
H -0.539 0.549 6.663
H -2.930 0.490 7.272
H -4.657 0.638 5.511
H -3.994 0.833 3.144
H -1.535 3.272 3.587
H -0.882 5.531 2.819
H -0.038 5.812 0.476
H 0.135 3.796 -0.959
C 1.358 -3.201 0.923
C 0.726 -2.915 2.124
C 1.149 -1.839 2.890
C 2.207 -1.054 2.458
C 2.829 -1.317 1.240
C 2.400 -2.396 0.473
H 1.025 -4.037 0.322
H -0.102 -3.525 2.458
H 0.656 -1.623 3.830
H 2.578 -0.259 3.091
H 3.666 -0.710 0.916
H 2.893 -2.634 -0.462
O 2.530 4.851 5.625
C 3.205 5.243 4.528
O 3.913 6.206 4.556
C 3.053 4.395 3.295
C 3.506 4.946 2.096
C 3.387 4.253 0.910
C 2.826 2.969 0.907
C 2.373 2.423 2.098
C 2.490 3.126 3.287
N 2.587 2.193 -0.264
C 3.202 2.503 -1.336
C 2.913 1.863 -2.624
C 3.516 2.363 -3.772
C 3.195 1.792 -4.996
C 2.289 0.749 -5.018
C 1.738 0.320 -3.814
N 2.030 0.860 -2.642
H 1.941 4.111 5.431
H 3.937 5.937 2.116
H 3.696 4.737 -0.003
H 1.914 1.445 2.099
H 2.141 2.652 4.195
H 3.957 3.287 -1.380
H 4.223 3.176 -3.707
H 3.644 2.157 -5.909
H 2.004 0.268 -5.940
H 1.033 -0.503 -3.812
```

Calculated values
- max |F| (eV/Å) = 0.61
- charge = +1
- E_HOMO (eV) = -10.2
- energy above the lowest of the compared OMol25 structures with the same formula, charge and spin (kcal/mol) = 10.7
- E_LUMO (eV) = -3.94
- total energy (Ha) = -2138.24465

Just the natural (NBO) charges please, in e? Sure, here they are: 1.82, -0.79, 0.32, -0.55, -0.47, -0.32, 0.12, -0.12, -0.21, -0.20, -0.20, -0.21, -0.12, 0.25, -0.26, -0.14, -0.25, 0.05, -0.57, 0.41, 0.41, 0.20, 0.22, 0.22, 0.22, 0.22, 0.25, 0.23, 0.24, 0.19, -0.19, -0.19, -0.23, -0.19, -0.29, -0.27, 0.24, 0.24, 0.23, 0.21, 0.23, 0.23, -0.65, 0.77, -0.53, -0.16, -0.13, -0.26, 0.20, -0.24, -0.18, -0.49, 0.13, 0.12, -0.20, -0.14, -0.22, 0.05, -0.51, 0.48, 0.25, 0.22, 0.22, 0.21, 0.18, 0.24, 0.24, 0.24, 0.20